No. 1
{
  "formula": "C27H23Cl3ErI2N4O5S",
  "method": "ωB97M-V/def2-TZVPD",
  "symbols": ["Er", "I", "C", "C", "C", "I", "C", "C", "C", "C", "N", "C", "C", "O", "H", "H", "H", "H", "O", "N", "O", "C", "C", "O", "H", "H", "H", "H", "H", "H", "Cl", "C", "C", "C", "C", "C", "C", "N", "C", "C", "N", "C", "O", "C", "C", "C", "Cl", "S", "C", "C", "C", "Cl", "C", "H", "H", "H", "H", "H", "H", "H", "H", "H", "H", "H", "H", "H"],
  "positions_angstrom": [[-0.59703, -0.98659, 0.07379], [-1.13176, 1.33433, -4.15083], [-0.83409, -0.73360, -4.02588], [-0.90535, -1.58628, -5.11772], [-0.67520, -2.93236, -4.95365], [-0.74091, -4.17064, -6.66463], [-0.40546, -3.47394, -3.67740], [-0.17502, -4.83784, -3.40855], [0.08854, -5.24307, -2.12643], [0.10925, -4.29309, -1.09843], [-0.09496, -3.00563, -1.29015], [-0.33790, -2.58222, -2.56406], [-0.51291, -1.17076, -2.74595], [-0.35037, -0.32866, -1.76699], [-1.12450, -1.17462, -6.09243], [-0.19508, -5.54839, -4.22180], [0.28807, -6.27831, -1.90077], [0.32292, -4.60715, -0.08512], [-2.28904, 0.20556, 0.24218], [-2.79055, -0.54622, -0.62926], [-2.49269, -1.75704, -0.50344], [-1.83336, -3.88303, 3.81498], [-0.68485, -3.26230, 3.04045], [-1.03377, -2.94287, 1.67936], [-1.57084, -3.93173, 4.86777], [-2.04498, -4.89359, 3.46913], [-2.73077, -3.27438, 3.72035], [0.17234, -3.94867, 3.03374], [-0.38625, -2.32322, 3.51250], [-1.76115, -3.54308, 1.44467], [-5.00791, 5.39235, 0.02103], [-3.43304, 4.73857, 0.16933], [-2.98791, 4.27522, 1.39805], [-1.71469, 3.74928, 1.50563], [-0.84475, 3.70504, 0.42164], [0.59447, 3.22188, 0.49432], [1.16241, 3.10202, 1.94179], [0.98957, 1.75044, 2.40194], [1.97214, 0.90812, 2.83332], [1.47186, -0.35583, 2.74020], [0.19689, -0.30406, 2.23601], [-0.06290, 0.98306, 2.07130], [0.69858, 1.98306, -0.21687], [1.86446, 1.86077, -1.03366], [3.05434, 1.35326, -0.26815], [3.20512, 0.04297, 0.09401], [2.09320, -1.21701, -0.24932], [4.64722, -0.25402, 1.00016], [5.04944, 1.41392, 0.90733], [4.13432, 2.13903, 0.21451], [-1.31751, 4.18642, -0.80471], [-0.29343, 4.19564, -2.18760], [-2.60188, 4.68557, -0.93933], [-3.62362, 4.34550, 2.26594], [-1.41397, 3.38340, 2.47484], [1.20202, 3.97410, -0.02725], [0.66986, 3.82561, 2.59521], [2.23416, 3.31464, 1.94993], [2.92674, 1.25880, 3.16984], [1.94288, -1.28720, 2.99809], [-1.01428, 1.37906, 1.75335], [2.11329, 2.82129, -1.49840], [1.58034, 1.15052, -1.81695], [5.95601, 1.75465, 1.36626], [4.22262, 3.19618, 0.03592], [-2.94839, 5.04709, -1.89315]],
  "forces_ev_per_angstrom": [[3.589, -2.540, 3.797], [-0.041, -0.302, -0.396], [0.158, 0.640, 1.030], [0.028, -0.573, -0.302], [-0.149, -0.023, -0.570], [-0.004, 0.258, 0.332], [0.036, 0.361, 0.371], [0.073, 0.004, 0.257], [-0.037, 0.095, -0.263], [0.092, 0.120, 0.217], [0.063, -0.121, -0.147], [-0.042, 0.223, -0.532], [-0.051, -0.591, -1.925], [0.426, 0.847, -1.503], [-0.014, -0.064, -0.039], [-0.019, -0.049, -0.025], [-0.014, -0.072, 0.044], [-0.051, 0.041, 0.109], [-1.315, 0.977, 0.709], [-2.967, 0.398, -1.386], [-1.111, -0.240, -0.021], [0.113, 0.159, -0.324], [0.303, 0.036, 0.516], [-0.400, -0.295, -0.112], [0.026, -0.068, 0.099], [-0.068, -0.072, -0.017], [-0.081, 0.044, 0.020], [-0.074, 0.172, -0.035], [-0.004, -0.155, -0.157], [0.255, 0.332, -0.232], [-0.297, 0.119, -0.050], [0.454, -0.202, 0.100], [-0.133, 0.056, -0.091], [0.061, 0.126, -0.151], [0.230, -0.029, -0.209], [-0.003, 0.220, 0.136], [-0.066, 0.549, -0.429], [-0.400, -0.324, 0.244], [0.109, -0.550, 0.226], [0.278, 0.247, 0.182], [-0.264, 0.522, 0.369], [-0.116, -0.110, 0.422], [0.085, 0.403, -0.050], [0.178, -0.178, -0.227], [-0.353, -0.469, -0.016], [0.525, 0.548, 0.250], [1.093, -0.587, -0.336], [-0.393, 0.273, -0.338], [-0.035, -0.284, 0.069], [0.030, -0.181, 0.084], [-0.294, -0.077, 0.474], [0.141, 0.200, -0.215], [-0.011, 0.000, 0.028], [-0.113, -0.061, 0.042], [0.126, 0.038, 0.146], [-0.056, -0.138, 0.094], [0.103, -0.095, -0.023], [-0.170, -0.054, -0.030], [0.175, 0.130, -0.009], [0.070, -0.049, -0.016], [0.141, 0.008, -0.168], [-0.143, -0.120, 0.021], [0.066, 0.181, 0.072], [0.227, 0.101, 0.057], [0.054, 0.199, -0.054], [-0.017, 0.046, -0.119]],
  "multiplicity": 4,
  "charge": 1,
  "e_homo_ev": [-10.2, -10.2],
  "e_lumo_ev": [-2.7530, -2.7516],
  "e_tot_ha": -5026.9574,
  "homo_lumo_gap_ev": [7.4164, 7.4275]
}

=====

No. 2
{
  "formula": "C27H23ClGeN2O3W",
  "method": "ωB97M-V/def2-TZVPD",
  "symbols": ["W", "O", "C", "C", "C", "C", "C", "C", "C", "O", "N", "N", "C", "C", "C", "C", "C", "C", "C", "O", "H", "H", "H", "H", "H", "H", "H", "H", "H", "H", "Ge", "C", "C", "C", "C", "C", "C", "C", "C", "C", "C", "C", "C", "H", "H", "H", "H", "H", "H", "H", "H", "H", "H", "H", "Cl", "C", "H", "H"],
  "positions_angstrom": [[0.64485, -0.28952, 1.47115], [2.21782, 3.95221, -1.56962], [3.09982, 2.99073, -1.81295], [3.98812, 3.18794, -2.87415], [4.95567, 2.25390, -3.16189], [5.06421, 1.07393, -2.41232], [4.18282, 0.84333, -1.39042], [3.18263, 1.78266, -1.07141], [2.21781, 1.45611, -0.06491], [2.16262, 0.21182, 0.44712], [1.28213, 2.28166, 0.31874], [0.39096, 1.67241, 1.18882], [-0.62512, 2.43962, 1.58800], [-1.63068, 2.02493, 2.48587], [-2.60447, 2.94616, 2.92505], [-3.53085, 2.58737, 3.87614], [-3.52336, 1.29580, 4.40356], [-2.60002, 0.35143, 3.96823], [-1.66724, 0.71495, 3.02886], [-0.73031, -0.15699, 2.57303], [1.63848, 3.72183, -0.82993], [3.88322, 4.09879, -3.44756], [5.64821, 2.43282, -3.97320], [5.83249, 0.34977, -2.64241], [4.25782, -0.06310, -0.80367], [-0.63491, 3.45282, 1.19931], [-2.59810, 3.94857, 2.51464], [-4.25691, 3.30961, 4.22189], [-4.24271, 1.02137, 5.16351], [-2.59998, -0.66072, 4.35234], [-0.77489, -0.61570, -0.52084], [0.06440, -1.28348, -2.17203], [1.41664, -1.60101, -2.25806], [1.95501, -1.99523, -3.47541], [1.14160, -2.07140, -4.59533], [-0.20954, -1.76467, -4.50770], [-0.75042, -1.35757, -3.29787], [-2.18974, -1.74721, 0.27750], [-3.46621, -1.22195, 0.47192], [-4.45810, -1.99126, 1.06497], [-4.17644, -3.28462, 1.48238], [-2.91219, -3.82348, 1.28114], [-1.91969, -3.05473, 0.69223], [-1.63536, 0.55673, -1.03260], [2.05257, -1.53661, -1.38411], [3.00632, -2.24141, -3.54910], [1.56521, -2.36655, -5.54614], [-0.84686, -1.83605, -5.37878], [-1.80148, -1.10207, -3.22058], [-3.68910, -0.21586, 0.13227], [-5.45296, -1.58449, 1.19160], [-4.94607, -3.87839, 1.95751], [-2.70496, -4.84508, 1.57256], [-0.95443, -3.50158, 0.49134], [1.54246, -2.47033, 1.44176], [1.99440, -1.36211, 2.76550], [3.07102, -1.22482, 2.74242], [1.67379, -1.81129, 3.70162]],
  "forces_ev_per_angstrom": [[4.260, 0.434, 1.751], [-0.070, 0.223, -0.188], [0.213, -0.308, 0.016], [-0.065, 0.110, 0.034], [-0.101, 0.032, 0.082], [-0.028, -0.150, 0.134], [0.253, -0.110, -0.122], [-0.142, -0.087, 0.217], [-0.185, 1.180, -0.672], [-0.682, 0.333, 0.464], [0.157, 0.293, -0.001], [-0.326, 1.043, -0.485], [0.345, -0.428, 0.048], [-0.119, -0.202, 0.202], [0.192, 0.077, -0.173], [-0.105, -0.080, 0.129], [0.011, 0.235, -0.124], [0.261, -0.475, -0.087], [-0.553, 0.750, 0.247], [-1.626, 0.657, 1.086], [-0.035, -0.080, 0.124], [0.063, 0.007, 0.008], [-0.030, 0.026, -0.029], [0.010, 0.019, 0.002], [-0.020, -0.011, -0.040], [0.048, 0.018, 0.005], [-0.002, -0.003, 0.015], [-0.008, -0.016, -0.009], [-0.012, -0.024, -0.022], [-0.029, 0.029, 0.026], [-2.242, -2.170, -2.819], [0.234, 0.134, 0.757], [-0.135, -0.040, -0.083], [0.040, 0.001, 0.050], [0.040, -0.024, -0.082], [-0.093, 0.040, 0.029], [-0.025, -0.010, 0.150], [0.488, -0.074, -0.049], [0.160, 0.133, -0.056], [-0.018, -0.005, 0.059], [-0.043, 0.021, 0.031], [0.054, -0.013, 0.053], [-0.161, 0.069, -0.192], [0.350, 0.548, 0.544], [0.082, -0.014, -0.031], [-0.005, 0.007, -0.011], [-0.021, -0.031, 0.009], [0.038, 0.010, -0.025], [-0.012, -0.025, -0.124], [-0.074, -0.007, 0.022], [-0.001, -0.005, 0.003], [-0.013, -0.017, -0.054], [-0.005, 0.014, 0.011], [0.055, -0.061, 0.029], [0.180, -1.571, -0.366], [-0.176, -1.168, -0.337], [-0.077, 0.498, -0.174], [-0.294, 0.272, 0.019]],
  "charge": 2,
  "e_homo_ev": [-13.8, -13.8],
  "relative_energy_kcal_mol": 36.0,
  "e_lumo_ev": [-9.1551, -9.1549],
  "e_tot_ha": -3981.4860,
  "homo_lumo_gap_ev": [4.6397, 4.6406]
}

=====

No. 3
{
  "formula": "C27H23CrN4O5",
  "method": "ωB97M-V/def2-TZVPD",
  "symbols": ["Cr", "O", "C", "C", "N", "C", "C", "O", "O", "C", "C", "O", "O", "H", "H", "H", "H", "H", "H", "H", "H", "H", "C", "C", "C", "C", "C", "C", "C", "C", "C", "C", "C", "C", "C", "C", "C", "N", "H", "H", "H", "H", "H", "H", "H", "H", "H", "H", "N", "C", "C", "C", "C", "N", "C", "C", "H", "H", "H", "H"],
  "positions_angstrom": [[0.04904, -0.31766, 0.12611], [0.01451, 2.98483, 0.84041], [-1.30141, 3.09123, 1.33261], [-2.30491, 2.13967, 0.68727], [-1.99698, 0.70335, 0.82080], [-1.95731, 0.35909, 2.24602], [-0.54658, 0.53886, 2.81933], [-0.39212, 0.79902, 3.99609], [0.42191, 0.35406, 1.96538], [-2.93641, -0.08775, 0.01446], [-2.38355, -0.37198, -1.39329], [-3.14311, -0.42898, -2.34160], [-1.09811, -0.54071, -1.45815], [0.44218, 2.23753, 1.29375], [-1.63912, 4.10574, 1.10697], [-1.32147, 2.98298, 2.42204], [-2.42408, 2.38037, -0.36694], [-3.28160, 2.33007, 1.16425], [-2.22735, -0.68701, 2.37278], [-2.65702, 0.96146, 2.83653], [-3.91206, 0.39935, -0.07955], [-3.08075, -1.05937, 0.48917], [3.47455, -2.98080, 0.72175], [4.48820, -2.30275, 0.05715], [4.19421, -1.11551, -0.58428], [2.88864, -0.61587, -0.56496], [1.84719, -1.28796, 0.08763], [2.18179, -2.47878, 0.73699], [2.53505, 0.64431, -1.24286], [3.51557, 1.41800, -1.92348], [3.15679, 2.55759, -2.55819], [1.79506, 2.93387, -2.59636], [1.35075, 4.07219, -3.30840], [0.02162, 4.36621, -3.38796], [-0.91289, 3.51626, -2.76079], [-0.49940, 2.42922, -2.04768], [0.86795, 2.11377, -1.92419], [1.26138, 1.01210, -1.19340], [3.69172, -3.91210, 1.23206], [5.49648, -2.69687, 0.03807], [4.98879, -0.59348, -1.09925], [1.42667, -3.04359, 1.26326], [4.54462, 1.09905, -1.91221], [3.89514, 3.17376, -3.05844], [2.08942, 4.69472, -3.79938], [-0.31738, 5.23135, -3.94217], [-1.97238, 3.71650, -2.85763], [-1.20385, 1.75628, -1.60424], [-2.73735, -6.89665, 2.47760], [-2.30356, -5.87872, 2.12992], [-1.77743, -4.64587, 1.70983], [-1.77504, -4.24065, 0.34132], [-1.27607, -3.02886, -0.01820], [-0.76830, -2.10536, 0.86819], [-0.68278, -2.54249, 2.17071], [-1.16158, -3.73379, 2.61572], [-2.16061, -4.89915, -0.42467], [-1.26451, -2.73606, -1.05788], [-0.16983, -1.88664, 2.86046], [-1.05234, -3.98741, 3.66151]],
  "forces_ev_per_angstrom": [[-0.625, -0.381, 0.326], [0.123, -0.119, 0.108], [-0.063, -0.004, 0.011], [-0.099, 0.011, 0.013], [0.221, 0.048, -0.023], [-0.054, 0.095, 0.062], [0.081, -0.175, -0.015], [-0.065, 0.044, 0.028], [0.183, 0.237, -0.157], [-0.129, -0.035, -0.036], [0.115, 0.097, 0.013], [-0.099, -0.042, 0.006], [0.083, 0.010, -0.129], [-0.032, 0.061, -0.079], [-0.034, 0.001, 0.019], [0.002, -0.020, 0.005], [0.003, -0.009, 0.059], [0.043, -0.007, -0.034], [0.018, -0.004, 0.031], [0.030, -0.025, -0.036], [0.040, -0.021, 0.015], [-0.010, 0.018, -0.026], [0.014, -0.019, 0.017], [-0.007, -0.003, -0.002], [-0.033, -0.020, 0.015], [-0.003, 0.144, 0.019], [0.103, -0.054, -0.110], [0.010, -0.007, -0.092], [-0.042, -0.037, 0.080], [-0.059, 0.001, 0.033], [-0.025, 0.039, -0.008], [0.023, -0.003, -0.016], [0.031, -0.023, 0.015], [-0.028, -0.009, 0.024], [0.033, -0.004, -0.009], [0.072, -0.047, -0.076], [0.050, -0.058, 0.037], [0.121, 0.209, -0.021], [0.001, -0.001, -0.001], [0.005, 0.000, 0.008], [0.022, -0.001, 0.001], [-0.001, -0.023, -0.008], [0.013, 0.009, -0.005], [-0.004, 0.008, -0.008], [0.007, 0.001, -0.009], [-0.007, 0.010, -0.006], [-0.014, 0.010, 0.003], [0.007, -0.061, -0.050], [-0.044, -0.100, 0.035], [0.041, 0.090, -0.032], [-0.027, -0.052, 0.010], [0.019, -0.006, -0.040], [-0.025, -0.035, -0.054], [-0.062, 0.145, -0.044], [0.060, 0.046, 0.075], [0.039, 0.038, 0.034], [-0.006, 0.002, -0.017], [-0.006, -0.020, 0.005], [-0.009, 0.044, 0.025], [0.001, 0.009, 0.007]],
  "multiplicity": 5,
  "charge": -1,
  "e_homo_ev": [-2.6, -6.3],
  "e_lumo_ev": [1.8689, 1.7486],
  "e_tot_ha": -2682.5492,
  "homo_lumo_gap_ev": [4.5118, 8.0801]
}